[1]
DFT (the ωB97M-V functional and the def2-TZVPD basis) results for C38H32CoO2P2S as an isolated structure.

Computed properties:
LUMO (spin up / spin down) (eV): 0.12 / 0.05
HOMO-LUMO gap (spin up / spin down) (eV): 5.268 / 7.441
HOMO energy (spin up / spin down) (eV): -5.15 / -7.39
E (Eh): -4080.620213
⟨S²⟩: 3.794

Structure (ORCA input):
```
! RIJCOSX wB97M-V def2-TZVPD def2/J DEFGRID3
* xyz 0 4
Co -0.56367 -0.05516 -0.32689
O -0.98171 -1.39074 -3.57289
S -0.28294 -0.81649 -2.37110
C 1.09634 -1.94994 -2.07826
C 1.84268 -2.48448 -3.13946
C 2.80487 -3.47216 -2.92286
C 3.00164 -3.97802 -1.64510
C 2.22021 -3.51246 -0.58881
C 1.25120 -2.50955 -0.78607
P 0.16916 -1.96603 0.57517
C 1.31720 -1.37531 1.86134
C 2.61978 -0.94104 1.56757
C 3.47073 -0.45888 2.56701
C 3.02271 -0.37502 3.88186
C 1.72362 -0.76044 4.19156
C 0.87601 -1.24626 3.19044
C -0.56848 -3.49643 1.20381
C -1.84334 -3.84343 0.72223
C -2.52070 -4.96548 1.20610
C -1.93089 -5.76511 2.18020
C -0.66310 -5.44766 2.65933
C 0.01461 -4.32462 2.17268
C 0.49270 0.71276 -3.01567
C 1.23777 0.69705 -4.20501
C 1.66714 1.88119 -4.80967
C 1.31687 3.10840 -4.26329
C 0.53600 3.15387 -3.11039
C 0.11964 1.97315 -2.46571
P -0.88278 2.07897 -0.98597
C -2.44573 2.86478 -1.34123
C -3.38684 2.13533 -2.09297
C -4.69801 2.58960 -2.25529
C -5.09170 3.78996 -1.67543
C -4.16864 4.54256 -0.95325
C -2.85519 4.08542 -0.79184
C 0.00698 2.91584 0.32737
C 1.33839 3.34154 0.21740
C 2.02395 3.87681 1.31416
C 1.39629 3.97972 2.55097
C 0.08211 3.54920 2.69185
C -0.60117 3.02070 1.59254
H 1.63736 -2.19354 -4.16390
H 3.36983 -3.87283 -3.76076
H 3.73452 -4.76249 -1.47459
H 2.36716 -3.95577 0.39371
H 3.00244 -0.95745 0.54926
H 4.47717 -0.13970 2.31255
H 3.68146 0.00522 4.65770
H 1.36031 -0.67640 5.21304
H -0.14139 -1.51972 3.46271
H -2.33532 -3.22986 -0.03227
H -3.50979 -5.20613 0.82616
H -2.46007 -6.63270 2.56501
H -0.20040 -6.07005 3.42143
H 0.99900 -4.10326 2.57669
H 1.44276 -0.22989 -4.72479
H 2.23889 1.84093 -5.73380
H 1.62566 4.03117 -4.74785
H 0.24592 4.12762 -2.71758
H -3.12164 1.17205 -2.52904
H -5.41226 1.98987 -2.81382
H -6.11739 4.13353 -1.77879
H -4.47579 5.47779 -0.49248
H -2.17201 4.68712 -0.19738
H 1.88703 3.24043 -0.71465
H 3.05836 4.19167 1.20256
H 1.93570 4.37632 3.40652
H -0.40866 3.60213 3.65993
H -1.61695 2.65804 1.74678
C -0.88456 -0.47120 2.49615
C -0.80867 0.60269 1.50812
O -0.74758 1.46696 0.71285
H -1.02077 -0.06383 3.50217
H 0.03211 -1.06804 2.49160
H -1.72559 -1.13698 2.28164
H -2.10051 -0.47582 -0.38127
*
```


[2]
DFT (the ωB97M-V functional and the def2-TZVPD basis) results for a 4-piece molecular cluster, C30H43N2O7PS overall.

Computed properties:
LUMO (eV): -0.93
HOMO-LUMO gap (eV): 7.710
HOMO energy (eV): -8.64
E (Eh): -2544.519497

Structure (ORCA input):
```
! RIJCOSX wB97M-V def2-TZVPD def2/J DEFGRID3
* xyz 0 1
C 5.16376 -0.02660 -2.64762
P 4.65067 -0.28743 -4.45148
O 4.41633 -1.95231 -4.64264
C 2.95855 0.51957 -4.54189
C 1.78976 -0.36545 -4.33131
C 0.46823 0.24103 -4.34640
C 0.38714 1.69956 -4.57652
C 1.52683 2.56013 -4.82278
C 2.86714 1.95379 -4.80587
C 4.08753 2.89814 -5.06401
C 4.51430 3.47911 -3.65507
O 3.88248 4.33005 -3.08221
C -1.06457 2.29357 -4.53187
O -1.44901 3.12687 -5.31984
C -1.95913 1.67817 -3.40713
C -2.85586 2.48581 -2.57162
N -2.86735 3.88833 -2.79771
C -3.66539 1.82577 -1.52481
C -3.57358 0.36704 -1.34520
N -4.39780 -0.25023 -0.28070
C -3.59246 -0.47240 0.63260
S -2.49891 -0.67611 1.79574
C -2.68265 -0.46516 -2.16724
C -1.88462 0.21767 -3.18174
C -0.86230 -0.54669 -4.09404
O -1.08371 -1.63131 -4.57192
H 5.42762 -1.01323 -2.18270
H 6.00980 0.69351 -2.53490
H 4.28941 0.37240 -2.05092
H 4.21473 -2.31040 -3.75296
H 1.91131 -1.46384 -4.15310
H 1.37144 3.64835 -4.98317
H 4.90545 2.31387 -5.55603
H 3.77489 3.72525 -5.76246
H 5.43059 3.01857 -3.17225
H -3.57059 4.36402 -2.23504
H -2.92545 4.12436 -3.78782
H -4.32811 2.43732 -0.86482
H -2.61283 -1.56847 -2.01162
C -3.73766 2.18732 3.90407
C -3.35254 1.79661 5.32027
O -1.99367 2.06242 5.63019
C -1.58873 3.42129 5.57113
C -2.32727 4.31669 6.55089
H -3.04557 1.74987 3.18179
H -4.74959 1.84590 3.67631
H -3.71218 3.27094 3.76706
H -3.48565 0.71836 5.43519
H -4.01219 2.27176 6.05373
H -1.67550 3.80109 4.54763
H -0.52510 3.43359 5.81712
H -3.38254 4.41516 6.28686
H -1.89044 5.31712 6.55660
H -2.28016 3.90372 7.56117
C 0.28223 0.95347 7.91504
C 1.30597 1.15625 6.81186
O 2.64703 0.98166 7.24355
C 2.98407 -0.30405 7.73631
C 2.82505 -1.40929 6.70620
H 0.52791 1.56401 8.78722
H -0.71467 1.22370 7.56271
H 0.24981 -0.08803 8.24344
H 1.23479 2.18436 6.45102
H 1.09326 0.51007 5.95414
H 2.41262 -0.52686 8.64387
H 4.03296 -0.25028 8.03576
H 1.77586 -1.56772 6.44720
H 3.21857 -2.35115 7.09373
H 3.35466 -1.15627 5.78495
C -0.88268 -4.68122 -5.41570
C 0.20117 -5.58323 -4.85044
O 0.18337 -5.66986 -3.43316
C -0.99263 -6.20912 -2.85343
C -1.27368 -7.64191 -3.27265
H -0.86168 -3.70382 -4.93267
H -0.74514 -4.54792 -6.49075
H -1.87779 -5.10370 -5.25630
H 1.17666 -5.17011 -5.11757
H 0.15450 -6.58312 -5.29498
H -1.85189 -5.56237 -3.06181
H -0.83930 -6.18244 -1.77227
H -1.53052 -7.70623 -4.33219
H -2.11044 -8.04907 -2.70154
H -0.39493 -8.27015 -3.11047
*
```


[3]
DFT (the ωB97M-V functional and the def2-TZVPD basis) results for C16H30Cl2KN5O6P2S as an isolated structure.

Computed properties:
LUMO (eV): 0.20
HOMO-LUMO gap (eV): 8.652
HOMO energy (eV): -8.46
E (Eh): -3954.349562
Energy relative to the best compared isomer or geometry (same formula, charge and spin) (kJ/mol): 23.81

Structure (ORCA input):
```
! RIJCOSX wB97M-V def2-TZVPD def2/J DEFGRID3
* xyz 0 1
K -0.12575 -0.55931 0.20328
C -2.02692 3.44349 -0.32431
N -0.80514 2.94617 -0.95317
C 0.41504 3.21960 -0.18745
P -0.73598 1.80303 -2.10126
O 0.17849 0.66435 -1.82575
O -2.27674 1.29102 -2.21550
P -2.86181 0.09678 -1.26509
O -2.36515 0.25834 0.12176
N -4.48017 0.22835 -1.33311
C -5.18239 -0.00319 -2.59046
C -5.13802 1.20326 -0.45922
N -2.40746 -1.26040 -2.04440
C -2.20981 -2.50036 -1.25900
C -1.83715 -1.30131 -3.39071
N -0.39850 2.51125 -3.52724
C -1.16029 3.68892 -3.93281
C 0.03179 1.66736 -4.64378
H -1.92260 4.51463 -0.14045
H -2.21193 2.93572 0.62417
H -2.88987 3.29735 -0.96601
H 0.60822 4.29278 -0.14270
H 1.27774 2.73495 -0.63958
H 0.30238 2.84322 0.83344
H -4.70318 -0.79706 -3.15938
H -5.21608 0.90575 -3.20100
H -6.20588 -0.31638 -2.38250
H -4.55868 1.35558 0.44690
H -6.12029 0.82566 -0.17324
H -5.27377 2.16191 -0.97211
H -2.54441 -2.37879 -0.23013
H -1.14847 -2.78591 -1.24686
H -2.76927 -3.32348 -1.70452
H -2.08463 -0.40603 -3.95275
H -2.25168 -2.15870 -3.92405
H -0.75161 -1.40025 -3.34719
H -1.35885 4.33188 -3.07737
H -2.11359 3.41042 -4.39492
H -0.58202 4.26671 -4.65444
H 0.55101 0.78707 -4.27579
H 0.71790 2.22934 -5.27860
H -0.82154 1.35391 -5.25492
Cl 0.88848 2.68431 3.81365
C 2.30170 1.78493 3.20013
Cl 1.90172 0.30410 2.37330
H 2.92275 1.52351 4.04630
H 2.83284 2.43128 2.51464
O -2.05868 -3.40650 1.86196
S -0.75954 -3.39360 2.50380
O -0.75363 -3.34461 3.93878
N 0.20076 -2.28105 1.83917
C 1.11183 -2.83040 0.98731
O 1.83483 -2.18403 0.22077
C 1.11760 -4.34189 1.05315
C 1.95114 -5.23171 0.40771
C 1.77181 -6.59070 0.65240
C 0.77333 -7.03340 1.52357
C -0.07010 -6.13230 2.16620
C 0.13429 -4.78959 1.90705
H 2.72069 -4.86055 -0.25837
H 2.41592 -7.31408 0.16746
H 0.65427 -8.09494 1.70512
H -0.84423 -6.47500 2.84094
*
```


[4]
DFT (the ωB97M-V functional and the def2-TZVPD basis) results for C54H67N2O3P2S3Si2Ti as an isolated structure.

Computed properties:
LUMO (eV): -3.57
HOMO-LUMO gap (eV): 6.291
HOMO energy (eV): -9.86
E (Eh): -5738.684157
Energy relative to the best compared isomer or geometry (same formula, charge and spin) (kJ/mol): 81.91

Structure (ORCA input):
```
! RIJCOSX wB97M-V def2-TZVPD def2/J DEFGRID3
* xyz 1 1
Ti -1.48809 1.78070 -0.38623
C -3.77089 4.88372 -2.35382
O -2.61802 5.63775 -2.74173
C -1.50907 5.61393 -1.96254
C -0.74543 6.78105 -1.93686
C 0.42728 6.87471 -1.20467
C 0.86849 5.78086 -0.47797
C 0.13074 4.60175 -0.50251
C 0.68565 3.42853 0.16656
N 0.18959 2.24550 0.17539
N -2.38021 2.03443 1.32099
C -2.35407 0.79795 1.53177
O -1.99515 -0.03546 0.33112
C -2.45561 0.03504 2.78061
C -3.33943 0.46634 3.76551
C -3.37565 -0.19466 4.98060
C -2.50574 -1.25489 5.22162
C -1.58846 -1.64347 4.25448
C -1.56405 -1.00036 3.02530
C -1.05767 4.51991 -1.23517
O -1.71889 3.32743 -1.26903
H -4.60286 5.33132 -2.89036
H -3.94331 4.97158 -1.27972
H -3.67225 3.83586 -2.62613
H -1.11327 7.61943 -2.51444
H 0.98729 7.79913 -1.20009
H 1.78045 5.82291 0.10444
H 1.63159 3.61195 0.68690
H -3.98371 1.31475 3.57709
H -4.07195 0.12245 5.74524
H -2.53759 -1.76894 6.17343
H -0.88312 -2.43886 4.45994
H -0.82227 -1.25291 2.28187
C 0.22091 2.02887 -5.15731
C -0.77188 2.61475 -4.15042
S -1.87738 1.45540 -3.27738
C -2.18031 0.08409 -4.39325
C -1.17836 -1.11126 -4.32517
S 0.17151 -0.84761 -3.15143
C 1.64667 -1.21271 -4.10347
C 2.05622 -0.10666 -5.09506
S 1.87350 1.60220 -4.51564
H 0.36349 2.77833 -5.93557
H -0.18447 1.14318 -5.64195
H -1.43274 3.32293 -4.64932
H -0.24192 3.15457 -3.36751
H -2.22946 0.51981 -5.39071
H -3.18541 -0.26121 -4.15179
H -0.76248 -1.30991 -5.31293
H -1.71224 -2.00762 -4.01503
H 1.53547 -2.16972 -4.61569
H 2.41261 -1.34965 -3.33840
H 1.48965 -0.19304 -6.02251
H 3.10714 -0.22512 -5.35896
C 3.10147 0.49514 0.66011
C 2.88948 -0.27099 -0.66839
P 2.38970 -2.05566 -0.53353
C 3.64821 -2.67363 0.65464
C 4.93853 -2.15988 0.78776
C 5.85121 -2.73910 1.65761
C 5.48140 -3.83919 2.42074
C 4.19671 -4.35107 2.31437
C 3.29081 -3.77057 1.43695
C 3.01969 -2.75871 -2.11829
C 2.06848 -3.28534 -2.99472
C 2.44123 -3.91677 -4.17364
C 3.78607 -4.03182 -4.49873
C 4.74660 -3.51079 -3.64103
C 4.36507 -2.88733 -2.46148
P 1.92352 0.17140 2.06678
C 1.79029 1.84810 2.82417
C 0.59072 2.25525 3.39761
C 0.47999 3.50071 4.00603
C 1.57080 4.35836 4.04204
C 2.77875 3.96024 3.48037
C 2.88465 2.71221 2.88389
C 2.92749 -0.59089 3.41400
C 2.19214 -0.98496 4.53575
C 2.80952 -1.55918 5.63413
C 4.18480 -1.76737 5.62549
C 4.92380 -1.38214 4.51937
C 4.29960 -0.79369 3.42383
H 3.03732 1.56414 0.45487
H 4.11758 0.28063 0.98953
H 3.81435 -0.21297 -1.24828
H 2.10724 0.22781 -1.24634
H 5.24284 -1.29336 0.21128
H 6.85005 -2.32992 1.74401
H 6.19196 -4.29271 3.09977
H 3.89819 -5.19873 2.91746
H 2.28426 -4.16836 1.36245
H 1.01799 -3.19181 -2.75236
H 1.68501 -4.32476 -4.83206
H 4.08585 -4.53755 -5.40753
H 5.79763 -3.59980 -3.88387
H 5.13638 -2.50705 -1.80132
H -0.27158 1.59742 3.36603
H -0.46130 3.80136 4.44821
H 1.48664 5.32784 4.51568
H 3.63791 4.61841 3.51540
H 3.83926 2.40159 2.47179
H 1.11727 -0.82861 4.55112
H 2.22078 -1.84538 6.49645
H 4.67291 -2.22585 6.47557
H 5.99484 -1.53983 4.50102
H 4.91089 -0.50055 2.57992
C -4.35632 -3.08443 1.66575
Si -3.09044 -2.79292 0.34049
C -1.49779 -3.58433 0.84194
C -3.61358 -3.67034 -1.21619
C -3.07013 -0.96054 -0.23135
Si -4.80041 -0.11940 -0.31468
C -4.64787 1.55908 -1.12125
C -5.63209 0.16035 1.31390
C -5.87824 -1.14922 -1.41512
H -4.34448 -4.14954 1.91448
H -5.37090 -2.83812 1.34372
H -4.14101 -2.52768 2.58172
H -1.73566 -4.65186 0.90254
H -1.12245 -3.27578 1.81190
H -0.69822 -3.45314 0.11679
H -3.59811 -4.74678 -1.02455
H -2.91582 -3.47550 -2.03831
H -4.61620 -3.41470 -1.55508
H -2.74454 -1.04293 -1.27637
H -3.93033 2.23811 -0.65439
H -5.61513 2.06217 -1.02787
H -4.40876 1.48767 -2.18327
H -5.31823 1.11192 1.74606
H -5.48075 -0.62279 2.05481
H -6.70473 0.22904 1.10817
H -5.38381 -1.44644 -2.34222
H -6.75060 -0.54422 -1.67857
H -6.24317 -2.05110 -0.91979
*
```


[5]
DFT (the ωB97M-V functional and the def2-TZVPD basis) results for a single C6H8N4OS molecule.

Computed properties:
LUMO (eV): 0.20
HOMO-LUMO gap (eV): 8.843
HOMO energy (eV): -8.64
E (Eh): -925.708596
Energy relative to the best compared isomer or geometry (same formula, charge and spin) (kJ/mol): 229.51

Structure (ORCA input):
```
! RIJCOSX wB97M-V def2-TZVPD def2/J DEFGRID3
* xyz 0 1
C 0.17412 0.59066 -0.96583
C 0.36522 0.26618 1.42061
C 0.57110 1.68654 -1.60085
C -0.07118 -0.73748 -1.65196
C 0.69932 -1.81626 -0.96291
C -0.38245 0.14055 2.70039
N -0.22227 0.54302 0.35710
N 1.86830 -1.70727 -0.51552
N 2.87680 0.20023 0.22682
N 2.65026 -0.59115 -0.71942
O 3.16123 -0.47608 -1.81851
S 2.11482 -0.05647 1.69084
H 0.71676 2.61655 -1.08374
H 0.77647 1.66392 -2.65478
H -1.13674 -0.97670 -1.61971
H 0.24980 -0.68149 -2.69561
H 0.21970 -2.77277 -0.79113
H -0.73045 -0.88730 2.80692
H -1.24924 0.79557 2.69008
H 0.25809 0.37497 3.54522
*
```


[6]
DFT (the ωB97M-V functional and the def2-TZVPD basis) results for a 2-piece molecular cluster, C6H13N overall.

Computed properties:
LUMO (eV): 1.04
HOMO-LUMO gap (eV): 9.285
HOMO energy (eV): -8.24
E (Eh): -291.066666
SMILES string: C=NCC.C=CC
Energy relative to the best compared isomer or geometry (same formula, charge and spin) (kJ/mol): 241.76

Structure (ORCA input):
```
! RIJCOSX wB97M-V def2-TZVPD def2/J DEFGRID3
* xyz 0 1
C 1.09972 -1.55469 -0.45837
N 0.54393 -0.40661 -0.56567
C -0.31290 -0.10168 -1.87310
C -1.33925 -1.17247 -2.15916
H 1.16546 -2.27734 -1.28231
H 1.48842 -1.90263 0.50806
H -0.80352 0.86488 -1.73088
H 0.40256 0.01867 -2.68892
H -1.90132 -0.93515 -3.06884
H -0.86644 -2.14467 -2.33669
H -2.04672 -1.28605 -1.33303
C 0.24556 0.14342 2.77893
C 0.04809 0.75994 1.58605
C 0.51248 2.16375 1.32694
H 0.78138 0.62806 3.58669
H -0.06660 -0.88328 2.93490
H -0.85540 0.48154 1.02389
H -0.34905 2.80997 1.13495
H 1.07871 2.59144 2.15858
H 1.17488 2.20290 0.45799
*
```